(1)
ORCA calculation (ωB97M-V with the def2-TZVPD basis set) on a 7-piece molecular cluster, C5H25NO7S overall.

Values from the calculation:
- Energy relative to the best compared isomer or geometry (same formula, charge and spin): 4.4823 eV
- LUMO: 0.07 eV
- SMILES: OCNCCCCS.O.O.O.O.O.O
- Total charge: 0
- HOMO: -9.08 eV
- Frontier orbital gap: 9.1469 eV

XYZ file:
```
39
Properties=species:S:1:pos:R:3:forces:R:3
C -1.4304 -0.1536 -1.4909 0.2 -1.4 0.0
N -1.2773 -0.1315 -2.9977 0.6 -0.1 1.1
C -0.1124 -0.8408 -3.4801 -0.5 -0.2 0.7
O 1.1190 -0.3068 -3.0412 2.0 0.1 0.7
C -2.6329 0.6896 -0.9737 0.2 -3.3 2.0
C -2.6483 0.9165 0.5777 1.6 -3.3 -0.5
C -2.4361 -0.5013 1.3371 -2.3 1.6 -4.0
S -3.8346 -1.5160 0.8406 -1.1 0.8 -0.2
H -1.4524 -1.2874 -1.1748 -0.8 1.9 -0.8
H -0.5211 0.0904 -0.9165 0.1 0.7 -0.6
H -1.2467 0.8075 -3.4240 -0.2 -0.5 0.7
H -0.0069 -1.8503 -3.2000 -1.1 -1.5 1.0
H -0.2135 -0.9542 -4.5387 0.4 0.9 -1.0
H 2.4412 1.9964 4.0713 -9.6 2.2 4.5
H -2.7393 1.5863 -1.4308 0.2 2.9 -1.7
H -3.5471 0.1381 -1.2269 0.2 0.1 0.0
H -1.7448 1.3290 0.9710 0.5 1.5 -0.3
H -3.5344 1.4207 0.9134 -0.3 0.2 0.2
H -1.4935 -0.9287 1.1502 1.1 -0.5 -0.4
H -2.5916 -0.3286 2.3027 -0.1 0.7 4.2
H -3.2466 -2.6460 0.8712 0.8 -1.9 0.1
H 4.8426 -0.8494 1.4161 0.2 -0.9 -0.5
H 4.7930 -0.7607 -0.0108 -0.8 3.8 -4.3
O 4.9305 -1.3855 0.5951 0.5 -2.9 4.8
H 1.7093 -0.9401 -2.5112 -1.8 1.2 -1.1
H 3.0461 1.4173 2.9822 -0.7 -2.4 -4.7
O 3.1903 1.8363 3.7470 10.3 0.2 0.1
H 2.9124 2.4191 -2.5645 2.4 3.8 -3.5
H 1.7491 1.3358 -2.5493 0.7 0.3 -0.4
O 2.4777 1.8140 -2.1031 -3.0 -4.2 4.1
H 1.2189 -2.0856 0.7903 0.0 0.3 -0.7
H 2.5391 -2.2988 0.0110 -3.1 1.7 -0.5
O 1.5726 -1.8622 -0.0964 3.1 -2.1 1.1
H 0.6251 0.9287 3.6824 0.9 -1.7 -1.8
H -0.0260 2.3267 3.6472 0.4 -0.9 0.3
O 0.2640 1.5832 4.2166 -1.3 2.6 1.3
H 0.7130 0.6416 0.3133 -3.6 -2.2 -1.4
H 1.8169 1.4321 -0.0994 0.2 -0.1 1.0
O 1.4225 1.0179 0.7117 3.6 2.6 0.6
```
Positions in Å, forces in eV/Å.

Charges in e, computed with Mulliken, in the same order as the atoms:
1. C 1.088
2. N -0.358
3. C -0.537
4. O -0.492
5. C -0.707
6. C -0.887
7. C -0.653
8. S -0.227
9. H 0.152
10. H -0.826
11. H 0.277
12. H 0.353
13. H 0.306
14. H 0.315
15. H 0.528
16. H 0.330
17. H 0.297
18. H 0.434
19. H 0.115
20. H 0.651
21. H 0.095
22. H 0.329
23. H 0.288
24. O -0.624
25. H 0.294
26. H 0.257
27. O -0.553
28. H 0.224
29. H 0.366
30. O -0.622
31. H 0.256
32. H 0.324
33. O -0.549
34. H 0.281
35. H 0.333
36. O -0.651
37. H 0.013
38. H 0.359
39. O -0.578

***

(2)
ORCA calculation (ωB97M-V with the def2-TZVPD basis set) on a 9-piece molecular cluster, C5H26N2O9 overall.

Values from the calculation:
- Energy relative to the best compared isomer or geometry (same formula, charge and spin): 2.1853 eV
- LUMO: 0.16 eV
- SMILES: N/C=C/C[C@H](N)C=O.O.O.O.O.O.O.O.O
- Total charge: 0
- HOMO: -8.20 eV
- Frontier orbital gap: 8.3620 eV

XYZ file:
```
42
Properties=species:S:1:pos:R:3:forces:R:3
O 3.6602 -1.3298 -1.8443 -0.3 0.5 -0.6
C 2.8323 -0.9520 -1.0627 -0.7 -0.1 2.1
C 1.6486 0.0219 -1.1501 -1.2 0.5 -1.5
C 0.8409 0.2007 0.1831 0.1 0.1 -0.6
C 0.4606 -1.1075 0.8341 0.4 1.1 0.6
C 0.6786 -1.3550 2.1291 0.3 -0.3 -0.5
N 0.2885 -2.5120 2.8044 -0.1 0.0 0.2
N 0.9046 -0.4352 -2.3402 0.5 0.2 -0.1
H 2.7606 -1.4482 -0.0632 0.5 0.0 0.0
H 1.9222 1.0450 -1.4177 0.6 -0.2 0.1
H -0.1074 0.7494 0.0189 0.6 -0.3 -0.7
H 1.3848 1.0063 0.6983 0.1 -1.1 0.8
H -0.0142 -1.7947 0.1510 -0.3 -0.2 0.3
H 1.2584 -0.6352 2.6967 -0.3 0.0 0.2
H 0.7850 -2.7364 3.6509 0.1 0.1 0.0
H 0.1761 -3.3231 2.2193 -0.1 -0.1 0.0
H 0.2077 0.2106 -2.6751 -0.1 -0.1 0.3
H 0.6112 -1.3926 -2.2931 -0.2 0.0 0.0
H 1.8942 -2.9692 -1.7105 0.0 -0.3 0.1
H 1.3295 -3.4477 -0.3585 0.1 0.0 0.0
O 1.0699 -3.1504 -1.2348 0.3 -0.4 -0.6
H -1.8162 3.7894 0.9227 0.1 -0.4 -0.2
H -2.7165 2.5022 0.9628 0.4 -0.1 -0.2
O -2.6379 3.4143 1.2495 -0.5 0.3 0.5
H -1.4932 2.2912 -1.6777 0.4 0.2 -0.2
H -1.3150 3.5963 -2.4780 0.0 0.0 0.1
O -0.9376 3.0951 -1.7486 -0.2 -0.2 0.1
H -2.1829 2.2587 3.4576 0.1 0.0 -0.2
H -1.5712 0.8966 3.8403 -0.1 0.4 0.0
O -1.5869 1.8339 4.0846 0.0 -0.4 0.1
H -2.0725 -0.3896 -1.8808 -0.4 0.1 0.2
H -2.1803 0.4170 -0.5218 -0.1 -0.3 -0.6
O -1.8772 0.4493 -1.4566 -0.2 0.4 -0.1
H 1.1964 3.5944 -0.5019 0.1 -0.6 0.2
H 2.3608 3.5267 0.4819 0.1 0.0 0.1
O 1.7345 2.9656 0.0150 -0.2 0.9 -0.3
H -1.0849 -1.9203 -1.7354 0.0 0.2 0.4
H -1.1915 -3.3620 -1.8716 -0.2 -0.4 0.2
O -1.6643 -2.6371 -1.4443 0.1 0.2 -0.5
H -3.6294 -0.0647 1.0739 0.0 -0.4 0.1
H -2.1251 -0.5657 1.1224 -0.2 -0.2 0.3
O -2.7078 0.2053 1.0727 0.2 0.5 0.1
```
Positions in Å, forces in eV/Å.

Charges in e, computed with Mulliken, in the same order as the atoms:
1. O -0.487
2. C -0.483
3. C 0.275
4. C -0.307
5. C -0.625
6. C -0.178
7. N -0.530
8. N -0.524
9. H 0.354
10. H 0.542
11. H -0.312
12. H 0.548
13. H 0.570
14. H 0.460
15. H 0.244
16. H 0.205
17. H 0.296
18. H 0.235
19. H 0.309
20. H 0.306
21. O -0.620
22. H 0.319
23. H 0.302
24. O -0.650
25. H 0.361
26. H 0.278
27. O -0.558
28. H 0.338
29. H 0.308
30. O -0.640
31. H 0.241
32. H 0.391
33. O -0.659
34. H 0.234
35. H 0.246
36. O -0.530
37. H 0.086
38. H 0.366
39. O -0.647
40. H 0.261
41. H 0.291
42. O -0.613

***

(3)
ORCA calculation (ωB97M-V with the def2-TZVPD basis set) on a 10-piece molecular cluster, C5H26NO10 overall.

Values from the calculation:
- Spin multiplicity: 2
- LUMO (spin up / spin down): 5.54 / 5.52 eV
- Total charge: -2
- HOMO (spin up / spin down): 1.64 / -1.95 eV
- Expectation value of S²: 0.7538
- Frontier orbital gap (spin up / spin down): 3.8931 / 7.4772 eV

XYZ file:
```
42
Properties=species:S:1:pos:R:3:forces:R:3
C 0.4088 2.5643 0.3571 0.0 0.3 0.2
O 1.1954 2.6290 1.4157 -0.2 -0.3 0.2
C -0.9643 1.9471 0.3983 0.5 -0.4 -0.5
C -0.9724 0.4634 -0.0816 -0.4 0.4 -0.4
C -0.2900 -0.4150 0.9516 0.0 -0.1 0.1
C 0.0899 -1.8049 0.5009 0.3 -0.2 0.5
N 1.3911 -1.9486 0.1782 0.5 -0.1 -0.1
O -0.6657 -2.7849 0.5340 -0.1 0.2 -0.1
H 2.0859 2.8551 5.2433 0.3 0.1 0.2
H 0.7546 3.0328 -0.5699 -0.1 0.0 -0.1
H -1.6552 2.4768 -0.2687 0.0 0.1 0.1
H -1.3546 1.9840 1.4237 -0.1 0.1 0.0
H -2.0011 0.1540 -0.3073 0.0 -0.2 0.4
H -0.4725 0.4116 -1.0525 0.3 0.0 0.1
H -0.9260 -0.5282 1.8300 -0.1 0.0 0.0
H 0.6053 0.1082 1.2918 0.1 0.0 -0.1
H 1.7054 -2.8612 -0.1098 -0.2 -0.1 0.0
H 1.9799 -1.1385 -0.0837 -0.3 0.1 -0.1
H 0.7914 1.8508 2.7652 0.2 0.3 -0.5
H 1.2244 1.9180 4.2716 -0.5 -0.3 -0.7
O 0.6680 1.4107 3.6681 -0.2 -0.2 0.5
H 0.3032 1.2355 -3.6515 -0.3 0.3 0.0
H -1.0777 1.5497 -4.2888 0.0 0.0 0.1
O -0.2692 1.9924 -4.0194 0.2 -0.1 -0.1
H -2.0486 -2.7453 -0.6986 -0.1 0.2 -0.2
H -1.8146 -2.4019 -2.1737 -0.1 0.0 0.2
O -2.5382 -2.6030 -1.5348 0.1 -0.2 0.0
H -5.1667 -1.5167 -0.5331 0.1 -0.1 0.1
H -3.8888 -1.5066 -1.4115 -0.2 0.0 0.2
O -4.7192 -1.0086 -1.2111 -0.1 0.2 -0.3
H 0.3367 -2.6532 -2.2654 -0.1 0.0 0.0
H 0.2421 -1.3147 -3.0299 0.0 -0.1 0.0
O -0.2145 -2.2295 -2.9319 0.2 0.1 -0.1
H 2.4184 2.1906 5.2648 0.3 0.2 0.2
H 2.3171 1.1172 -0.6565 -0.2 -0.1 0.0
O 2.5101 0.2410 -1.0201 0.3 0.0 -0.1
H 1.9136 -1.3736 2.9486 0.0 0.0 0.1
H 1.3908 -0.1924 3.7725 0.2 -0.1 0.0
O 1.9086 -1.0316 3.8521 -0.1 0.0 -0.1
H 1.7580 -0.1978 -3.7944 -0.1 0.1 0.1
H 1.9250 0.1384 -1.8759 0.2 0.3 0.4
O 1.1154 -0.0143 -3.0974 0.0 -0.3 -0.5
```
Positions in Å, forces in eV/Å.

Charges in e, computed with Mulliken, in the same order as the atoms:
1. C -0.804
2. O -0.869
3. C -0.731
4. C 0.560
5. C -0.164
6. C -0.035
7. N -0.172
8. O -0.882
9. H 0.033
10. H 0.599
11. H 0.403
12. H 0.341
13. H 0.078
14. H -0.155
15. H 0.312
16. H 0.035
17. H 0.288
18. H 0.309
19. H 0.584
20. H 0.086
21. O -0.666
22. H 0.455
23. H 0.270
24. O -0.719
25. H 0.388
26. H 0.443
27. O -0.776
28. H 0.273
29. H 0.421
30. O -0.668
31. H 0.253
32. H 0.501
33. O -0.853
34. H -0.021
35. H 0.288
36. O -0.918
37. H 0.314
38. H 0.468
39. O -0.735
40. H 0.156
41. H 0.474
42. O -1.165

***

Number 1: maximum force 10.83 eV/Å, energy -1184.9916 a.u.. Number 2: maximum force 2.23 eV/Å, energy -992.7197 a.u.. Number 3: maximum force 0.88 eV/Å, energy -1013.2785 a.u..